ORCA calculation (ωB97M-V with the def2-TZVPD basis set) on C13H10Cl3F9MoN5O7S2Si as an isolated structure at a distorted geometry.

Element x y z (Å)
Mo: -0.080 0.885 -0.886
N: -2.112 1.268 0.211
C: -3.210 1.047 -0.765
C: -2.785 1.554 -2.124
O: -3.605 1.973 -2.928
N: -1.446 1.483 -2.298
C: -0.935 2.072 -3.530
C: 0.526 2.440 -3.348
O: 1.124 3.115 -4.155
O: 1.079 1.947 -2.252
H: -2.291 0.736 1.049
H: -2.144 2.235 0.502
H: -4.126 1.555 -0.473
H: -3.420 -0.014 -0.848
H: -1.510 2.952 -3.809
H: -0.997 1.369 -4.366
F: -2.348 -2.737 4.767
C: -1.235 -2.150 4.338
F: -0.618 -1.579 5.369
F: -0.425 -3.076 3.811
S: -1.612 -0.871 3.069
O: -0.334 -0.317 2.726
O: -2.593 -0.024 3.672
N: -2.295 -1.765 1.946
S: -1.866 -2.086 0.474
O: -3.007 -2.387 -0.328
O: -0.869 -1.208 -0.146
C: -1.016 -3.720 0.664
F: 0.222 -3.565 1.135
F: -0.982 -4.351 -0.496
F: -1.713 -4.453 1.536
Cl: -0.848 -1.482 -3.776
Si: 0.736 -0.853 -2.587
Cl: 2.246 -0.342 -3.903
Cl: 1.463 -2.684 -1.846
N: 6.733 -0.802 1.863
C: 5.674 -0.541 1.504
C: 4.348 -0.212 1.051
C: 4.095 0.995 0.412
C: 2.814 1.274 -0.014
N: 1.780 0.429 0.148
C: 2.041 -0.737 0.764
C: 3.290 -1.089 1.228
H: 4.884 1.711 0.239
H: 2.611 2.196 -0.537
H: 1.216 -1.413 0.882
H: 3.429 -2.046 1.712
F: 1.114 3.737 -0.353
C: 0.044 2.945 -0.120
F: -1.032 3.735 -0.452
F: -0.018 2.849 1.272

As for the spin multiplicity: 3. The net charge is -1. For the HOMO energy (alpha / beta), the calculation gives -0.21698 / -0.23891 Ha. The value obtained for the energy above the lowest of the compared OMol25 structures with the same formula, charge and spin is 40.1 kJ/mol.



ORCA calculation (ωB97M-V with the def2-TZVPD basis set) on C13H10Cl5NSr as an isolated structure at a distorted geometry.

Element x y z (Å)
C: -0.365 1.248 -3.216
C: 1.046 1.375 -3.002
C: 1.254 2.277 -1.898
C: -0.044 2.699 -1.426
C: -1.038 2.063 -2.252
Sr: -0.395 -0.814 -0.910
N: -3.395 -0.177 -2.009
C: 0.721 -2.900 -1.209
C: 1.718 -2.332 -2.195
H: 2.198 2.638 -1.530
H: 1.813 0.941 -3.613
H: -0.235 3.398 -0.628
H: -2.093 2.227 -2.189
H: -0.841 0.684 -3.987
H: 1.270 -1.763 -3.070
H: 0.185 -2.856 -0.238
H: -3.020 -1.313 -2.289
H: 2.748 -2.313 -2.118
H: -0.308 -3.301 -1.853
Cl: -1.713 -2.442 1.838
C: -0.784 -1.200 2.690
C: -0.056 -0.296 1.939
C: 0.621 0.740 2.548
Cl: 1.461 1.863 1.570
C: 0.605 0.868 3.972
Cl: 1.429 2.144 4.755
C: -0.108 -0.076 4.747
Cl: -0.153 0.041 6.445
C: -0.820 -1.134 4.102
Cl: -1.700 -2.290 5.025

The net charge is -2. For the HOMO energy (alpha / beta), the calculation gives -0.02877 / -0.00150 Ha.



ORCA calculation (ωB97M-V with the def2-TZVPD basis set) on a single C13H10ClN3O2S2 molecule at a distorted geometry.

Element x y z (Å)
C: 2.366 -3.786 0.093
H: 2.307 -4.752 0.590
O: 2.352 -4.053 -1.290
C: 2.456 -2.901 -2.086
C: 1.247 -2.030 -2.008
N: 1.252 -0.799 -1.653
N: 0.063 -0.219 -1.641
C: -0.900 -1.011 -1.971
N: -2.221 -0.684 -2.029
C: -2.840 0.450 -1.526
O: -3.948 0.745 -1.900
C: -2.086 1.199 -0.510
C: -1.493 0.737 0.627
C: -0.937 1.764 1.444
C: -0.254 1.657 2.658
C: 0.208 2.801 3.267
C: 0.000 4.055 2.689
C: -0.674 4.183 1.492
C: -1.143 3.033 0.873
S: -2.025 2.933 -0.622
H: -0.838 5.149 1.042
H: 0.372 4.937 3.188
H: 0.738 2.732 4.204
H: -0.096 0.684 3.097
Cl: -1.445 -0.915 1.078
H: -2.817 -1.271 -2.601
S: -0.360 -2.642 -2.376
H: 2.585 -3.263 -3.111
H: 3.327 -2.292 -1.801
H: 1.514 -3.167 0.397
H: 3.291 -3.276 0.385

Its SMILES is COCc1nnc(NC(=O)c2sc3ccccc3c2Cl)s1. The net charge is 0. For the HOMO energy, the calculation gives -0.31000 Ha. The value obtained for the energy above the lowest of the compared OMol25 structures with the same formula, charge and spin is 45.3 kJ/mol.



ORCA calculation (ωB97M-V with the def2-TZVPD basis set) on C13H10LiO10 as an isolated structure at a distorted geometry.

Element x y z (Å)
Li: 2.053 0.094 -0.472
C: -0.718 1.770 3.757
C: 0.094 1.745 2.573
C: -0.104 2.802 1.423
O: 0.497 2.656 0.320
C: -0.938 3.895 1.681
C: -1.631 3.983 2.867
C: -1.518 2.877 3.968
O: -2.116 2.944 5.096
O: -2.483 4.928 2.966
O: 0.927 0.804 2.371
H: -0.774 0.931 4.434
H: -1.053 4.632 0.900
C: -3.824 -4.095 -1.584
C: -2.574 -3.809 -0.819
C: -1.752 -2.514 -1.253
O: -0.588 -2.338 -0.727
C: -2.314 -1.689 -2.217
C: -3.515 -1.914 -2.791
C: -4.250 -3.201 -2.505
O: -5.342 -3.518 -3.099
O: -3.889 -0.967 -3.636
O: -2.126 -4.513 0.095
H: -4.402 -4.976 -1.347
H: -1.811 -0.739 -2.322
O: 2.566 -0.373 -3.079
H: 3.075 -1.018 -3.570
H: 2.392 0.326 -3.709
C: 6.199 -0.064 0.300
O: 5.144 0.864 -0.016
H: 6.636 -0.409 -0.637
H: 6.954 0.388 0.943
H: 5.767 -0.895 0.856
H: 5.419 1.393 -0.768

The net charge is -3. For the HOMO energy, the calculation gives 0.06246 Ha.



What did the fourth record say?
ORCA calculation (ωB97M-V with the def2-TZVPD basis set) on C13H10LiO10 as an isolated structure at a distorted geometry.

Element x y z (Å)
Li: 2.053 0.094 -0.472
C: -0.718 1.770 3.757
C: 0.094 1.745 2.573
C: -0.104 2.802 1.423
O: 0.497 2.656 0.320
C: -0.938 3.895 1.681
C: -1.631 3.983 2.867
C: -1.518 2.877 3.968
O: -2.116 2.944 5.096
O: -2.483 4.928 2.966
O: 0.927 0.804 2.371
H: -0.774 0.931 4.434
H: -1.053 4.632 0.900
C: -3.824 -4.095 -1.584
C: -2.574 -3.809 -0.819
C: -1.752 -2.514 -1.253
O: -0.588 -2.338 -0.727
C: -2.314 -1.689 -2.217
C: -3.515 -1.914 -2.791
C: -4.250 -3.201 -2.505
O: -5.342 -3.518 -3.099
O: -3.889 -0.967 -3.636
O: -2.126 -4.513 0.095
H: -4.402 -4.976 -1.347
H: -1.811 -0.739 -2.322
O: 2.566 -0.373 -3.079
H: 3.075 -1.018 -3.570
H: 2.392 0.326 -3.709
C: 6.199 -0.064 0.300
O: 5.144 0.864 -0.016
H: 6.636 -0.409 -0.637
H: 6.954 0.388 0.943
H: 5.767 -0.895 0.856
H: 5.419 1.393 -0.768

The net charge is -3. For the HOMO energy, the calculation gives 0.06246 Ha.



> Which formula does entry 4 have?

C13H10LiO10



What did the second record say?
ORCA calculation (ωB97M-V with the def2-TZVPD basis set) on C13H10Cl5NSr as an isolated structure at a distorted geometry.

Element x y z (Å)
C: -0.365 1.248 -3.216
C: 1.046 1.375 -3.002
C: 1.254 2.277 -1.898
C: -0.044 2.699 -1.426
C: -1.038 2.063 -2.252
Sr: -0.395 -0.814 -0.910
N: -3.395 -0.177 -2.009
C: 0.721 -2.900 -1.209
C: 1.718 -2.332 -2.195
H: 2.198 2.638 -1.530
H: 1.813 0.941 -3.613
H: -0.235 3.398 -0.628
H: -2.093 2.227 -2.189
H: -0.841 0.684 -3.987
H: 1.270 -1.763 -3.070
H: 0.185 -2.856 -0.238
H: -3.020 -1.313 -2.289
H: 2.748 -2.313 -2.118
H: -0.308 -3.301 -1.853
Cl: -1.713 -2.442 1.838
C: -0.784 -1.200 2.690
C: -0.056 -0.296 1.939
C: 0.621 0.740 2.548
Cl: 1.461 1.863 1.570
C: 0.605 0.868 3.972
Cl: 1.429 2.144 4.755
C: -0.108 -0.076 4.747
Cl: -0.153 0.041 6.445
C: -0.820 -1.134 4.102
Cl: -1.700 -2.290 5.025

The net charge is -2. For the HOMO energy (alpha / beta), the calculation gives -0.02877 / -0.00150 Ha.